(1)
Entry from OMol25: a molecular structure, CH4N2S3 (the ωB97M-V functional and the def2-TZVPD basis).

Results
largest force on an atom = 4.97 eV/A
spin multiplicity = 1

Last column: Löwdin charge in e.
Geometry (Å):
C (-0.125006, 0.007337, -0.829166)  -1.03
H (-1.769557, -0.502258, 1.742292)  0.02
H (-1.833538, 1.398393, -0.831456)  0.18
H (0.763830, -1.720041, -0.439990)  0.08
H (2.681388, -0.133533, 0.080290)  -0.06
N (-0.897113, 1.014188, -0.169501)  -0.50
N (0.596248, -0.831325, 0.090190)  -0.48
S (-1.137446, 1.071250, 1.586220)  0.56
S (-0.108545, -0.045881, -2.495469)  0.58
S (1.829738, -0.258130, 1.266589)  0.64

Forces on atoms 1 to 2 (eV/Å):
-0.17 1.46 1.94
1.35 3.58 -0.20


(2)
Entry from OMol25: 2 unconnected molecules or ions with the total composition C4H12 (the ωB97M-V functional and the def2-TZVPD basis).

Results
<S²> = 0.750
largest force on an atom = 1.81 eV/A
net charge = -1
spin multiplicity = 2

Last column: Löwdin charge in e.
Geometry (Å):
C (-0.351601, -0.131703, 2.663085)  -0.26
C (-0.933641, 0.827088, 1.632061)  -0.30
H (-0.598153, -0.014271, 3.722917)  0.04
H (-0.635472, -1.148120, 2.362127)  0.04
H (0.735430, -0.175876, 2.624755)  0.03
H (-1.972700, 1.092969, 1.780683)  0.04
H (-0.976248, 0.284064, 0.670997)  0.01
H (-0.211780, 1.581331, 1.323655)  0.03
C (0.524722, -0.289097, -1.332408)  -0.43
C (0.715380, -0.277464, -2.848788)  -0.36
H (1.192334, 0.350018, -0.750054)  0.02
H (-0.480000, 0.087147, -1.120146)  0.01
H (0.663396, -1.323413, -0.995649)  0.02
H (1.421197, 0.491205, -3.151593)  0.03
H (-0.192907, -0.096153, -3.433118)  0.03
H (1.100048, -1.257719, -3.148520)  0.03

Forces on atoms 1 to 2 (eV/Å):
0.11 -0.94 -0.06
0.53 -1.18 -1.28


(3)
Entry from OMol25: 8 unconnected molecules or ions with the total composition C20H44O24S6 (the ωB97M-V functional and the def2-TZVPD basis).

Results
largest force on an atom = 4.96 eV/A
spin multiplicity = 1

Last column: Löwdin charge in e.
Geometry (Å):
O (5.494946, -4.109046, -1.740865)  -0.34
S (6.052696, -2.964836, -2.455665)  0.68
O (7.313156, -3.183086, -3.116405)  -0.32
C (4.909206, -2.303936, -3.653265)  -0.27
C (4.354736, -1.053016, -3.115995)  -0.22
C (5.455946, -0.440806, -2.199975)  -0.22
C (6.067196, -1.513036, -1.397175)  -0.24
H (4.045206, -2.903816, -3.939175)  0.12
H (5.485066, -2.024596, -4.535565)  0.11
H (4.014616, -0.392546, -3.913615)  0.13
H (3.517316, -1.455476, -2.546035)  0.12
H (5.209156, 0.433054, -1.597015)  0.12
H (6.264086, -0.068656, -2.829665)  0.12
H (5.445116, -1.948366, -0.615115)  0.11
H (7.123186, -1.526096, -1.127315)  0.11
O (-6.349304, -0.371916, -3.596875)  -0.33
S (-6.715334, -0.569516, -2.209805)  0.70
O (-7.141224, 0.601044, -1.417235)  -0.37
C (-7.973084, -1.903646, -1.840155)  -0.20
C (-7.117664, -3.111686, -1.504695)  -0.26
C (-5.963204, -2.666436, -0.645575)  -0.19
C (-5.348614, -1.355876, -1.306165)  -0.19
H (-8.719184, -1.851076, -2.633045)  0.10
H (-8.491304, -1.486266, -0.976825)  0.10
H (-7.758104, -3.951606, -1.235475)  0.12
H (-6.714274, -3.557736, -2.413765)  0.12
H (-5.330834, -3.521486, -0.406605)  0.11
H (-6.351944, -2.325356, 0.313925)  0.11
H (-4.623624, -1.509846, -2.105405)  0.09
H (-4.942384, -0.583186, -0.653455)  0.10
O (-3.424014, 3.400014, 4.403115)  -0.23
S (-2.936454, 3.638104, 5.730455)  0.74
O (-3.042224, 2.643064, 6.779655)  -0.23
O (-1.469924, 4.455894, 5.612905)  -0.21
C (-1.309374, 5.523194, 6.440465)  -0.23
C (-2.696784, 5.968114, 6.910325)  -0.16
O (-3.568544, 5.069274, 6.265375)  -0.23
H (-0.496284, 5.179814, 7.080055)  0.14
H (-0.905454, 6.336664, 5.837785)  0.13
H (-2.988044, 6.946564, 6.528325)  0.14
H (-2.754124, 5.778584, 7.982185)  0.13
O (-0.866974, 5.616164, 1.267165)  -0.24
S (-1.368404, 6.792254, 0.589195)  0.74
O (-0.440194, 7.763184, -0.077905)  -0.26
O (-2.490004, 6.380624, -0.475515)  -0.20
C (-3.647754, 5.957354, 0.254315)  -0.15
C (-3.702564, 6.829594, 1.506515)  -0.21
O (-2.528784, 7.562684, 1.533775)  -0.20
H (-4.522614, 6.024664, -0.392365)  0.14
H (-3.535444, 4.903664, 0.509715)  0.13
H (-3.746154, 6.235834, 2.419565)  0.13
H (-4.436414, 7.630564, 1.595975)  0.14
O (1.350956, -5.399486, 4.266325)  -0.22
S (2.745626, -5.543956, 4.134295)  0.69
O (3.515756, -4.504156, 3.496775)  -0.23
O (3.448756, -5.835836, 5.666155)  -0.20
C (4.157506, -7.134236, 5.606175)  -0.16
C (3.513116, -8.007246, 4.483835)  -0.16
O (3.118946, -7.015926, 3.532645)  -0.21
H (5.227936, -7.051586, 5.417825)  0.12
H (4.208656, -7.763156, 6.494975)  0.12
H (2.756536, -8.736656, 4.773085)  0.13
H (4.343656, -8.621766, 4.136465)  0.13
O (3.456706, 3.573394, -6.695845)  -0.25
S (3.620936, 4.867694, -6.000035)  0.78
O (3.733146, 6.088214, -6.805255)  -0.25
O (2.618596, 4.965314, -4.581945)  -0.23
C (3.351646, 5.684934, -3.488625)  -0.15
C (4.795196, 5.738744, -3.885255)  -0.21
O (4.902556, 4.908504, -5.007145)  -0.22
H (3.024366, 6.721224, -3.404445)  0.13
H (3.172356, 5.051044, -2.620215)  0.13
H (5.277196, 5.533464, -2.929415)  0.14
H (4.940506, 6.752884, -4.257415)  0.13
O (-1.139404, -6.919476, -1.625525)  -0.07
C (-0.014904, -6.018466, -1.779605)  -0.22
C (-0.081444, -5.562906, -3.222825)  -0.26
O (-1.307064, -4.955976, -3.643865)  -0.06
H (-1.440564, -7.022726, -0.719855)  0.08
H (-0.055344, -5.187326, -1.075575)  0.12
H (0.994306, -6.428296, -1.739005)  0.12
H (0.226606, -6.398366, -3.851495)  0.12
H (0.653156, -4.769006, -3.357665)  0.11
H (-1.964504, -5.334986, -3.055885)  0.06
O (-0.062364, 0.728254, -1.185785)  -0.08
C (-0.087194, 0.854504, 0.217845)  -0.24
C (-0.147744, -0.563716, 0.831975)  -0.28
O (-0.389904, -0.452846, 2.193535)  -0.04
H (-0.018364, 1.608944, -1.565335)  0.08
H (0.757856, 1.477974, 0.509865)  0.12
H (-1.029724, 1.311224, 0.519735)  0.12
H (0.759176, -1.167646, 0.802315)  0.11
H (-0.750294, -1.110756, 0.106865)  0.12
H (-0.517944, -1.376866, 2.420225)  0.09

Forces on atoms 1 to 2 (eV/Å):
0.08 1.09 -0.31
-0.50 -2.04 -0.36


Ordered E results: -36584.5627 -4340.4396 -135593.5743; unit eV.